Molecular formula: C2H2N2O2S
Method: DFT, the ωB97M-V functional and the def2-TZVPD basis

ORCA input file:
```
! wB97M-V def2-TZVPD RIJCOSX def2/J DEFGRID3
* xyz 0 1
C -0.9556 -0.3284 1.9570
C -0.6704 0.9658 -0.6741
N -0.6460 0.2495 3.0224
N -0.4365 1.0459 3.8045
O -0.1286 -2.6993 2.7626
O 0.2527 0.5118 -0.0177
S -0.5664 -1.9039 1.6075
H -1.7568 0.8463 -0.5310
H -0.5496 1.6652 -1.4909
*
```

Results
E_HOMO (alpha / beta), eV: -9.067 / -9.156
Frontier orbital gap (alpha / beta), Eh: 0.2737 / 0.2765
ΔE to the lowest compared entry with this formula, charge and spin, kJ/mol: 465.3

Just the natural (NBO) charges please, in e? Sure, here they are: -0.4129, 0.2924, 0.0147, 0.0485, -0.8450, -0.4999, 1.1805, 0.1155, 0.1062

=====

Molecular formula: HO4PS3
Method: DFT, the ωB97M-V functional and the def2-TZVPD basis

ORCA input file:
```
! wB97M-V def2-TZVPD RIJCOSX def2/J DEFGRID3
* xyz 0 1
O -0.6072 -1.5316 -1.1654
O -2.1482 0.2248 -0.4568
O -0.9286 -0.8370 1.2024
O 0.2701 0.5911 -0.4116
P 1.8257 0.5430 0.0010
S 2.4543 -1.1832 0.4403
S 2.4172 2.3717 0.0586
S -0.8846 -0.5715 -0.1592
H -2.3987 0.3928 0.4907
*
```

Results
E_HOMO, eV: -9.933
Frontier orbital gap, Eh: 0.3272
ΔE to the lowest compared entry with this formula, charge and spin, kJ/mol: 24.6

Just the natural (NBO) charges please, in e? Sure, here they are: -0.8754, -0.8379, -0.9272, -1.0119, 1.2247, -0.3326, -0.3574, 2.5908, 0.5269

=====

Molecular formula: C15H26AuNO4Si2Te
Method: DFT, the ωB97M-V functional and the def2-TZVPD basis

ORCA input file:
```
! wB97M-V def2-TZVPD RIJCOSX def2/J DEFGRID3
* xyz 2 1
Au 1.5298 -2.1956 -2.1051
O -4.1373 -3.0890 0.1480
C -2.9405 -2.5592 -0.0413
O -2.5618 -2.0580 -1.0680
C -2.0288 -2.7662 1.1269
C -2.4239 -3.5706 2.1822
C -1.5186 -3.8802 3.1894
C -0.2418 -3.3694 3.0979
C 0.0601 -2.5367 2.0277
N -0.7939 -2.2281 1.0541
C 1.4072 -1.9071 1.9730
O 2.3020 -2.1909 2.7036
O 1.5406 -0.9542 1.0351
H -4.6672 -2.9943 -0.6620
H -3.4272 -3.9692 2.1867
H -1.8084 -4.5156 4.0147
H 0.5277 -3.5655 3.8310
C 3.2974 2.3257 -2.6424
Si 3.3529 1.2037 -1.1698
C 4.4033 1.8259 0.2170
C 3.9187 -0.5124 -1.7095
C 1.5315 1.1819 -0.4575
Te 0.3725 -0.5742 -0.5190
C -1.3088 0.4311 -1.4320
Si -2.2326 1.7320 -0.3011
C -1.9253 3.3656 -1.1191
C -1.4482 1.6269 1.3988
C -4.0250 1.2658 -0.2853
H 4.3020 2.4852 -3.0375
H 2.8938 3.3051 -2.3801
H 2.6936 1.9150 -3.4553
H 5.4018 2.0850 -0.1381
H 4.5153 1.0740 1.0009
H 3.9723 2.7243 0.6624
H 4.9445 -0.4383 -2.0814
H 3.3552 -0.8856 -2.5899
H 3.9345 -1.2447 -0.8969
H 0.9368 1.9617 -0.9351
H 1.5859 1.3903 0.6111
H -1.9225 -0.3245 -1.9010
H -0.6227 0.8903 -2.1576
H -0.8837 3.6853 -1.0582
H -2.5266 4.1405 -0.6387
H -2.2153 3.3396 -2.1712
H -0.5707 2.2683 1.4884
H -1.1644 0.6054 1.6823
H -2.1600 1.9552 2.1588
H -4.5131 1.5798 -1.2090
H -4.5262 1.7732 0.5409
H -4.1845 0.1930 -0.1691
*
```

Results
E_HOMO, eV: -16.321
Frontier orbital gap, Eh: 0.2773
ΔE to the lowest compared entry with this formula, charge and spin, kJ/mol: 49.1

Just the natural (NBO) charges please, in e? Sure, here they are: 0.6705, -0.6385, 0.7788, -0.6123, 0.0760, -0.1564, -0.1098, -0.1525, 0.0773, -0.4414, 0.7515, -0.4631, -0.7739, 0.5276, 0.2742, 0.2642, 0.2800, -1.1315, 1.6547, -1.1297, -1.1356, -1.1927, 1.6500, -0.9886, 1.6247, -1.1262, -1.1294, -1.1224, 0.2725, 0.2587, 0.2432, 0.2717, 0.2595, 0.2583, 0.2924, 0.1860, 0.2517, 0.2561, 0.2859, 0.2919, 0.2454, 0.2442, 0.2761, 0.2604, 0.2548, 0.2080, 0.2823, 0.2675, 0.2696, 0.2379

=====

Molecular formula: C3H10NOS
Method: DFT, the ωB97M-V functional and the def2-TZVPD basis

ORCA input file:
```
! wB97M-V def2-TZVPD RIJCOSX def2/J DEFGRID3
* xyz -1 1
C -1.3872 -2.6300 -0.9898
N -0.1779 -1.7208 -1.2528
C 0.4366 -0.8003 -0.0745
C 1.0664 0.4963 -0.5220
S 1.3491 1.6004 0.9151
H -1.2398 -3.4847 -1.5982
H -1.3337 -2.9636 0.1410
H -2.2841 -2.1067 -1.2383
H -0.6330 -1.0585 -1.8653
H 0.8539 -1.4847 0.6982
H -0.5374 -0.5491 0.4488
H 1.9119 0.3307 -1.2341
H 0.2505 1.0326 -1.1131
H -0.8493 1.4521 0.9743
H -2.2973 2.0135 0.3966
O -1.8597 1.3575 1.0045
*
```

Results
E_HOMO, eV: -2.870
Frontier orbital gap, Eh: 0.2460
ΔE to the lowest compared entry with this formula, charge and spin, kJ/mol: 168.0

Just the natural (NBO) charges please, in e? Sure, here they are: -0.4177, -0.6674, -0.2377, -0.5482, -0.6566, 0.1806, 0.1787, 0.1752, 0.3263, 0.1896, 0.1901, 0.1866, 0.1772, 0.5001, 0.4521, -1.0289

=====

Among the records above, which one has the lowest ΔE to the lowest compared entry with this formula, charge and spin?
HO4PS3

=====

Which of these has the highest ΔE to the lowest compared entry with this formula, charge and spin?
C2H2N2O2S

=====

Number 2 is which compound?
HO4PS3